# 1
{
  "formula": "C3H5BrSi",
  "method": "wB97M-V/def2-TZVPD",
  "species": ["C", "C", "C", "Si", "Br", "H", "H", "H", "H", "H"],
  "coordinates": [[0.153, 1.334, 0.009], [-0.626, 0.413, -0.029], [1.522, 0.485, 1.178], [-1.289, -1.189, -0.559], [2.838, -0.089, -0.115], [0.073, 2.338, 0.240], [1.901, 1.447, 1.540], [-0.437, -2.004, -1.473], [-2.439, -0.663, -1.405], [-1.696, -2.071, 0.614]],
  "gap_ev": [8.01, 8.61],
  "s_squared": 2.032,
  "e_lumo_ev": [0.67, -1.58],
  "relative_energy_kj_mol": 39.3,
  "homo_energy_ev": [-7.3, -10.2],
  "multiplicity": 3
}

# 2
{
  "formula": "C3H5Cl2NS",
  "method": "wB97M-V/def2-TZVPD",
  "species": ["C", "N", "C", "S", "C", "Cl", "Cl", "H", "H", "H", "H", "H"],
  "coordinates": [[-2.316, 1.190, 1.074], [-0.939, 0.854, 0.695], [-0.679, -0.156, -0.125], [-1.742, -1.102, -0.898], [0.797, -0.321, -0.334], [1.651, -0.922, 1.110], [1.580, 1.102, -0.959], [-2.803, 0.313, 1.429], [-2.283, 2.006, 1.813], [-2.851, 1.613, 0.232], [-0.200, 1.568, 0.809], [0.855, -1.177, -1.025]],
  "gap_ev": 9.12,
  "smiles": "CNC(=S)C(Cl)Cl",
  "e_lumo_ev": 0.21,
  "relative_energy_kj_mol": 11.0,
  "homo_energy_ev": -8.9,
  "multiplicity": 1
}

# 3
{
  "formula": "C3H5Cl2NS",
  "method": "wB97M-V/def2-TZVPD",
  "species": ["C", "C", "C", "N", "S", "Cl", "Cl", "H", "H", "H", "H", "H"],
  "coordinates": [[-1.269, 1.657, -0.452], [0.999, -0.354, -0.476], [0.132, -1.349, 0.377], [-0.886, -0.728, 1.106], [-0.722, 2.577, 0.665], [-2.025, 1.980, -1.923], [-0.270, 0.364, 2.226], [1.573, 0.468, 0.008], [1.887, -0.787, -1.066], [0.196, 0.103, -1.002], [-0.384, -2.021, -0.412], [0.769, -1.909, 0.949]],
  "gap_ev": [7.44, 8.15],
  "e_lumo_ev": [-0.76, -1.00],
  "relative_energy_kj_mol": 549.2,
  "homo_energy_ev": [-8.2, -9.2],
  "multiplicity": 1
}

# 4
{
  "formula": "C3H5Cl3S",
  "method": "wB97M-V/def2-TZVPD",
  "species": ["C", "C", "C", "S", "Cl", "Cl", "Cl", "H", "H", "H", "H", "H"],
  "coordinates": [[0.794, -0.313, -1.468], [-0.837, 0.708, 1.134], [1.015, 0.002, -0.003], [-2.162, -0.039, 0.236], [1.622, -1.366, 0.996], [2.012, 1.394, 0.169], [-3.158, -1.259, 1.615], [0.086, 0.446, -1.968], [1.613, -0.265, -2.103], [0.386, -1.342, -1.547], [-0.683, 1.662, 0.814], [-0.689, 0.373, 2.125]],
  "gap_ev": [7.72, 7.72],
  "e_lumo_ev": [-0.62, -0.62],
  "relative_energy_kj_mol": 255.2,
  "homo_energy_ev": [-8.3, -8.3],
  "multiplicity": 1
}

# 5
{
  "formula": "C3H5ClF2NO",
  "method": "wB97M-V/def2-TZVPD",
  "species": ["C", "C", "N", "F", "F", "C", "O", "Cl", "H", "H", "H", "H", "H"],
  "coordinates": [[-1.714, -0.455, -0.190], [-0.568, 0.469, -0.198], [0.610, -0.282, 0.097], [0.441, -0.917, 1.283], [0.894, -1.275, -0.792], [2.020, 0.642, 0.189], [1.748, 1.729, 0.552], [3.420, -0.092, -0.298], [-1.577, -1.458, -0.706], [-1.929, -0.726, 0.813], [-2.506, 0.190, -0.505], [-0.603, 1.035, 0.805], [-0.237, 1.140, -1.051]],
  "gap_ev": 12.03,
  "charge": 1,
  "smiles": "CC[N+](F)(F)C(=O)Cl",
  "e_lumo_ev": -5.21,
  "relative_energy_kj_mol": 218.6,
  "homo_energy_ev": -17.2,
  "multiplicity": 1
}

# 6
{
  "formula": "C3H5ClFNO2",
  "method": "wB97M-V/def2-TZVPD",
  "species": ["C", "C", "C", "H", "H", "H", "H", "H", "N", "O", "O", "F", "Cl"],
  "coordinates": [[0.240, 0.786, 0.136], [-0.790, -0.266, -0.374], [-0.052, -1.632, -0.030], [0.594, 3.535, 1.404], [1.515, 0.166, 0.545], [-1.782, -0.226, -0.077], [-0.101, -0.766, -1.999], [-0.992, -2.291, -0.233], [-0.237, 1.986, 0.598], [1.026, 2.506, 1.347], [-0.913, 0.012, -1.802], [0.010, -1.710, 1.256], [1.480, -2.099, -0.772]],
  "gap_ev": 10.31,
  "e_lumo_ev": 0.33,
  "relative_energy_kj_mol": 699.8,
  "homo_energy_ev": -10.0,
  "multiplicity": 1
}

# 7
{
  "formula": "C3H5ClFNO6PS",
  "method": "wB97M-V/def2-TZVPD",
  "species": ["C", "C", "N", "P", "O", "Cl", "S", "O", "O", "F", "H", "H", "H", "H", "C", "O", "O", "O", "H"],
  "coordinates": [[0.263, 0.817, -1.991], [1.138, 0.000, -1.231], [0.821, -1.441, -1.197], [-0.507, -1.852, -0.067], [-1.778, -2.283, -1.125], [-1.183, -0.132, 0.893], [2.212, -2.389, -0.925], [3.360, -1.702, -1.536], [2.000, -3.770, -1.419], [2.530, -2.539, 0.690], [-0.755, 1.013, -1.578], [0.564, 1.225, -2.980], [2.027, 0.411, -0.705], [-1.439, -2.163, -2.025], [-1.801, 3.107, 2.655], [-2.306, 4.147, 3.167], [-1.677, 2.075, 3.573], [-1.416, 2.883, 1.493], [-2.054, 2.591, 4.310]],
  "gap_ev": 5.71,
  "charge": -1,
  "e_lumo_ev": 1.21,
  "homo_energy_ev": -4.5,
  "multiplicity": 1
}

# 8
{
  "formula": "C3H5ClI2",
  "method": "wB97M-V/def2-TZVPD",
  "species": ["C", "C", "C", "Cl", "I", "I", "H", "H", "H", "H", "H"],
  "coordinates": [[-0.051, -0.555, -1.348], [0.794, 0.478, -0.783], [-0.458, 0.349, 1.730], [0.244, 1.423, 2.982], [0.226, -1.644, 2.053], [-2.482, 0.508, 1.270], [0.179, -0.881, -2.415], [0.109, -1.406, -0.648], [-0.962, 0.072, -1.409], [1.829, 0.175, -0.307], [0.573, 1.481, -1.124]],
  "gap_ev": [7.93, 6.93],
  "e_lumo_ev": [-0.46, -1.19],
  "relative_energy_kj_mol": 335.9,
  "homo_energy_ev": [-8.4, -8.1],
  "multiplicity": 1
}